(1)
DFT (ωB97M-V with the def2-TZVPD basis set) results for a molecular structure, C55H48BrCdFN5O4P2 at a distorted geometry.

## Properties
Total charge: -1
Gap between HOMO and LUMO in Ha: 0.11819
HOMO in eV: -2.4
M in u: 1116.28
2S+1: 1

Each line ends with the Löwdin charge.
CARTESIAN COORDINATES (ANGSTROEM)
Cd  1.68442  0.04899  -1.15178  1.107
C  6.12159  -0.59784  -0.19956  -0.036
O  5.76903  0.85200  -0.02726  0.001
C  4.46180  0.91800  -0.40270  -0.299
N  3.81456  -0.20229  -0.42620  0.034
C  4.78498  -1.31863  -0.29666  -0.258
C  4.53874  -2.26606  0.85448  -0.175
C  5.24446  -3.49991  0.81099  -0.052
C  5.09001  -4.48093  1.78569  -0.100
C  4.15466  -4.29995  2.80493  -0.083
C  3.43817  -3.09726  2.85348  -0.071
C  3.64108  -2.07140  1.92587  -0.027
C  3.90192  2.25355  -0.77360  -0.164
C  4.72266  3.42645  -0.59827  0.004
C  4.41170  4.60051  -1.16856  -0.049
C  3.26173  4.68791  -1.92056  0.038
C  2.44106  3.55996  -1.93444  -0.145
N  2.72459  2.36920  -1.39009  0.124
C  1.10240  3.85014  -2.54211  -0.307
N  0.24081  3.05128  -2.98756  0.191
C  -1.03709  3.86363  -3.22814  -0.184
C  -0.52444  5.32740  -3.22315  -0.082
O  0.79759  5.20648  -2.61573  -0.064
C  -2.08913  3.54695  -2.12249  -0.127
C  -3.33655  4.10694  -2.25101  -0.052
C  -4.42640  3.59805  -1.52588  -0.085
C  -4.27188  2.61029  -0.56545  -0.036
C  -2.95171  1.93641  -0.36962  -0.153
C  -1.71163  2.69737  -1.03266  -0.159
H  6.77265  -0.91094  0.61636  0.130
H  6.67012  -0.68339  -1.14765  0.133
H  4.70501  -1.91616  -1.25441  0.164
H  6.03638  -3.70686  0.05411  0.124
H  5.76411  -5.35954  1.72218  0.109
H  4.03298  -5.12959  3.48793  0.096
H  2.69311  -2.87871  3.56874  0.087
H  3.06187  -1.14395  2.04731  0.109
H  5.66332  3.27875  -0.07328  0.118
H  5.10845  5.42398  -1.13741  0.119
H  2.95532  5.60973  -2.42631  0.138
H  -1.41908  3.61110  -4.25451  0.144
H  -1.11172  6.07998  -2.66898  0.123
H  -0.37481  5.66451  -4.26538  0.119
H  -3.52091  4.78877  -3.08045  0.119
H  -5.43376  4.04662  -1.69269  0.110
H  -5.04786  2.32339  0.14089  0.103
H  -2.93136  0.82407  -0.50524  0.114
H  -0.91460  1.93341  -1.21727  0.094
C  -2.02169  -2.08418  0.07002  -0.289
N  -2.34095  -1.88143  1.45733  -0.164
C  -2.61583  -0.46788  1.82390  -0.321
P  -1.15757  0.65881  1.60896  1.133
C  -2.24283  2.18038  1.09928  -0.454
C  -1.25251  3.19343  0.44086  -0.211
C  -1.58647  4.62619  0.80916  -0.015
C  -2.57449  4.94964  1.70652  -0.087
C  -3.26849  3.93927  2.40922  -0.107
C  -3.03595  2.61381  2.22926  -0.121
C  -0.75433  0.92804  3.42282  -0.338
C  -0.24157  2.13560  3.92317  -0.093
C  0.34992  2.21166  5.17840  -0.107
C  0.38019  1.11811  5.99857  -0.117
C  -0.18266  -0.09376  5.58976  -0.084
C  -0.70925  -0.20042  4.29108  -0.101
C  -3.18509  -2.84944  2.10599  -0.179
C  -3.23824  -2.86700  3.55745  -0.034
C  -3.91934  -3.82529  4.20088  -0.131
C  -4.65288  -4.78816  3.51889  -0.118
C  -4.72798  -4.71721  2.14037  -0.104
C  -3.97108  -3.80104  1.40312  -0.026
P  -0.27653  -1.88913  -0.55587  0.782
C  -0.97738  -1.63159  -2.30748  -0.426
C  -0.82396  -0.41330  -2.98852  -0.282
C  -1.01930  -0.38754  -4.32983  -0.168
C  -1.75234  -1.35246  -4.99334  -0.104
C  -2.04729  -2.52094  -4.32164  -0.076
C  -1.58268  -2.66723  -2.96861  -0.113
C  0.42139  -3.58387  -0.92302  -0.308
C  1.26643  -3.81370  -2.00763  -0.125
C  1.95419  -5.04293  -2.17337  -0.074
C  1.80471  -6.10302  -1.26087  -0.108
C  0.91652  -5.81912  -0.24771  -0.135
C  0.16629  -4.66278  -0.05875  -0.084
H  -2.64136  -1.52893  -0.59416  0.077
H  -2.24009  -3.14422  -0.10613  0.072
H  -2.94730  -0.40741  2.84701  0.064
H  -3.45874  0.00865  1.29252  0.090
H  -0.18290  2.95671  0.61975  0.110
H  -1.07844  5.39396  0.22976  0.103
H  -2.79514  5.95463  1.89257  0.078
H  -4.06498  4.21368  3.13081  0.110
H  -3.67378  1.94420  2.85308  0.125
H  -0.33211  3.02116  3.32063  0.093
H  0.71744  3.16091  5.54649  0.101
H  0.78685  1.27306  7.01885  0.108
H  -0.13026  -1.00545  6.17306  0.097
H  -0.85842  -1.22584  3.92201  0.091
H  -2.60546  -2.11723  4.08375  0.092
H  -3.90057  -3.92139  5.27883  0.102
H  -5.23833  -5.46788  4.15602  0.102
H  -5.43274  -5.37041  1.63559  0.098
H  -3.98068  -3.84027  0.28771  0.117
H  -0.43265  0.49575  -2.54800  0.002
H  -0.52682  0.36024  -4.98729  0.118
H  -2.20708  -1.19355  -5.96269  0.100
H  -2.65249  -3.30150  -4.78696  0.091
H  -1.73515  -3.59639  -2.43689  0.094
H  1.45847  -2.98255  -2.65061  -0.057
H  2.64469  -5.11552  -3.05957  0.112
H  2.32499  -7.04769  -1.33970  0.092
H  0.95210  -6.58416  0.56450  0.105
H  -0.52279  -4.64836  0.78051  0.102
Br  2.08442  -0.85659  -3.57814  -0.068
F  0.46357  -1.89433  0.93555  -0.418
O  0.64499  3.63178  -5.95751  -0.190
N  1.10854  4.18410  -6.92109  -0.469
O  0.64289  5.02688  -7.68451  -0.200

---

(2)
DFT (ωB97M-V with the def2-TZVPD basis set) results for a molecular structure, C55H48IKN2P2SSb at a distorted geometry.

## Properties
ΔE to the lowest compared entry with this formula, charge and spin in kJ/mol: 260.55
Total charge: +1
Gap between HOMO and LUMO in Ha: 0.26549
HOMO in eV: -9.2
M in u: 1118.78
2S+1: 1

Each line ends with the Löwdin charge.
CARTESIAN COORDINATES (ANGSTROEM)
K  -14.09965  -7.27213  -19.24111  0.344
C  -18.54414  -6.15957  -19.26814  -0.306
N  -18.48644  -4.67123  -19.17925  -0.187
C  -17.71325  -3.92305  -20.15205  -0.287
P  -15.81068  -4.03689  -20.16810  1.096
C  -15.40708  -2.48473  -19.28986  -0.415
C  -14.82066  -2.66135  -18.04403  -0.127
C  -14.57826  -1.61559  -17.14826  -0.054
C  -14.84780  -0.32945  -17.57611  -0.063
C  -15.40314  -0.10908  -18.85261  -0.057
C  -15.73264  -1.17625  -19.72016  -0.090
C  -15.57223  -3.76405  -21.97831  -0.400
C  -14.89995  -2.69892  -22.53930  -0.093
C  -14.75075  -2.66515  -23.90397  -0.081
C  -15.26967  -3.64736  -24.77276  -0.069
C  -15.96529  -4.67724  -24.17116  -0.084
C  -16.14135  -4.69582  -22.79525  -0.147
C  -18.88076  -4.06742  -17.98844  -0.208
C  -19.73726  -4.68009  -16.98112  -0.012
C  -20.08545  -3.95861  -15.80492  -0.077
C  -19.64244  -2.63908  -15.61864  -0.109
C  -18.88892  -2.09930  -16.60934  -0.116
C  -18.40349  -2.76133  -17.70691  -0.031
P  -17.27578  -7.03205  -18.29411  1.053
C  -18.40510  -8.06734  -17.17510  -0.360
C  -18.41418  -7.82003  -15.83281  -0.139
C  -19.15531  -8.55533  -14.96443  -0.063
C  -20.03228  -9.52824  -15.48538  -0.065
C  -20.06498  -9.79557  -16.82453  -0.087
C  -19.26400  -9.08009  -17.67280  -0.086
C  -16.73919  -8.41740  -19.33991  -0.506
C  -16.53642  -8.31461  -20.67235  -0.149
C  -15.99886  -9.38783  -21.44946  -0.041
C  -15.66821  -10.60440  -20.84010  -0.086
C  -15.79430  -10.64744  -19.50263  -0.088
C  -16.32206  -9.59148  -18.76245  -0.117
H  -18.60666  -6.55823  -20.30936  0.099
H  -19.53276  -6.54747  -18.76842  0.109
H  -18.04826  -2.88874  -20.05783  0.090
H  -18.06053  -4.25679  -21.13717  0.084
H  -14.49138  -3.71102  -17.84415  0.037
H  -14.19737  -1.83086  -16.18745  0.096
H  -14.72004  0.55245  -17.04265  0.084
H  -15.52766  0.87993  -19.25274  0.100
H  -16.29259  -0.92292  -20.57594  0.095
H  -14.35612  -1.95779  -21.99432  0.099
H  -14.17839  -1.93399  -24.42671  0.096
H  -14.92790  -3.57915  -25.82017  0.116
H  -16.37219  -5.43426  -24.80896  0.101
H  -16.67244  -5.57250  -22.40662  0.088
H  -20.02809  -5.77417  -17.05233  0.099
H  -20.66470  -4.46519  -15.02851  0.102
H  -20.02023  -2.08375  -14.78141  0.098
H  -18.65344  -1.06161  -16.46622  0.104
H  -17.68742  -2.20078  -18.29502  0.076
H  -17.83890  -7.02915  -15.39719  0.104
H  -19.33239  -8.22411  -13.97401  0.099
H  -20.64452  -10.14731  -14.84875  0.105
H  -20.61492  -10.59053  -17.28746  0.108
H  -19.27367  -9.26078  -18.71450  0.100
H  -16.70229  -7.47988  -21.32815  0.079
H  -15.82781  -9.36168  -22.49180  0.095
H  -15.17909  -11.42686  -21.37491  0.122
H  -15.44922  -11.58367  -19.01772  0.129
H  -16.25645  -9.70336  -17.71512  0.108
I  -11.19532  -9.81224  -19.48680  0.873
C  -11.30451  -8.49234  -21.21457  -0.704
C  -10.28495  -8.51095  -22.11939  -0.139
C  -10.37269  -7.68724  -23.24774  -0.036
C  -11.49613  -6.88252  -23.44670  -0.028
C  -12.36194  -6.83932  -22.37345  -0.149
N  -12.31416  -7.62624  -21.29520  -0.042
H  -9.42187  -9.14534  -22.07256  0.100
H  -9.57844  -7.84484  -23.97239  0.118
H  -11.66331  -6.17627  -24.21915  0.104
H  -13.20950  -6.15860  -22.35452  0.112
S  -14.18025  -6.22620  -16.57126  -0.036
Sb  -11.96526  -6.24466  -16.19215  1.215
C  -11.20460  -4.86265  -14.78344  -0.349
C  -10.34267  -3.88565  -15.30726  -0.113
C  -9.71211  -2.95957  -14.42616  -0.064
C  -10.10209  -2.96927  -13.12169  -0.110
C  -10.94183  -3.91097  -12.58395  -0.072
C  -11.48939  -4.91316  -13.39705  -0.085
C  -10.71712  -5.88411  -17.98147  -0.320
C  -11.17772  -5.29184  -19.15208  -0.103
C  -10.26593  -5.14783  -20.27665  -0.055
C  -9.01926  -5.70312  -20.19830  -0.096
C  -8.59496  -6.33611  -19.06031  -0.073
C  -9.42133  -6.35452  -17.97170  -0.147
C  -11.21688  -8.07020  -15.41940  -0.350
C  -9.93289  -8.22604  -14.89586  -0.113
C  -9.50676  -9.53511  -14.50044  -0.046
C  -10.37269  -10.68068  -14.56949  -0.055
C  -11.58179  -10.44727  -15.15954  -0.114
C  -12.03200  -9.20314  -15.54222  -0.154
H  -10.07706  -3.87180  -16.35107  0.079
H  -8.97397  -2.18595  -14.80662  0.133
H  -9.79629  -2.24573  -12.41973  0.098
H  -11.06427  -3.92911  -11.51381  0.109
H  -12.07960  -5.69600  -12.97600  0.098
H  -12.09750  -4.73099  -19.20707  0.090
H  -10.62025  -4.61043  -21.10740  0.092
H  -8.41538  -5.79021  -21.08048  0.108
H  -7.60364  -6.85016  -19.00309  0.136
H  -9.10495  -6.92901  -17.14872  0.074
H  -9.22320  -7.44702  -14.69413  0.098
H  -8.51520  -9.61615  -14.05313  0.102
H  -9.95591  -11.60864  -14.15341  0.117
H  -12.26052  -11.28261  -15.32245  0.113
H  -12.99228  -9.18279  -15.99516  0.072